This record from the Open Molecules 2025 dataset describes a molecular structure, C18H28AuN4NbO4S. The level of theory is the ωB97M-V functional and the def2-TZVPD basis.

ORCA input file:
```
! RIJCOSX wB97M-V def2-TZVPD def2/J DEFGRID3
* xyz 2 1
N -2.1084 -0.4801 -0.2915
C -3.0729 -1.2193 -0.2351
O -4.0018 -1.9453 -0.1762
Au -0.4857 2.9443 0.7713
Nb -0.2107 0.0692 0.0720
N 0.2176 1.8600 -0.9985
N 0.4901 -1.2687 -1.2218
C -0.4969 2.5449 -2.0929
C 0.0159 -2.3149 -2.1424
C -0.1496 4.0367 -2.0389
C -0.0816 1.9608 -3.4447
C -1.9920 2.3861 -1.8494
C -0.5561 -3.4627 -1.3084
C 1.1590 -2.8484 -3.0085
C -1.0722 -1.7644 -3.0556
H -0.3461 4.4442 -1.0326
H -0.7787 4.5799 -2.7546
H 0.9014 4.2135 -2.2941
H 0.9343 2.2786 -3.7147
H -0.7721 2.3357 -4.2139
H -0.1262 0.8628 -3.4465
H -2.3011 1.3343 -1.7845
H -2.5377 2.8724 -2.6704
H -2.2651 2.8810 -0.8996
H 0.2100 -3.8648 -0.6358
H -0.8968 -4.2607 -1.9827
H -1.4075 -3.1239 -0.7076
H 1.8887 -3.4122 -2.4177
H 1.6644 -2.0304 -3.5342
H 0.7410 -3.5315 -3.7595
H -1.3924 -2.5718 -3.7309
H -0.6883 -0.9407 -3.6686
H -1.9476 -1.4279 -2.4946
C 1.6938 2.0461 -1.0274
H 2.1978 1.1816 -0.5669
H 2.0652 2.1519 -2.0551
H 1.9643 2.9372 -0.4399
C 1.8130 -1.5251 -0.6053
H 1.9616 -0.9137 0.3087
H 1.9134 -2.5837 -0.3133
H 2.6255 -1.2712 -1.3054
O -0.5057 -1.4778 1.6373
C 0.0237 -0.7085 2.5236
N 0.5231 0.4500 2.0312
S 0.8873 1.6410 3.2230
O 2.2585 2.0424 3.0554
O -0.1885 2.6449 3.1732
C 0.5819 0.4220 4.4745
C 0.7025 0.6189 5.8445
C 0.3926 -0.4519 6.6905
C -0.0554 -1.6775 6.1680
C -0.2033 -1.8569 4.7978
C 0.1315 -0.7850 3.9506
H 1.0342 1.5864 6.2173
H 0.4969 -0.3318 7.7696
H -0.2911 -2.4910 6.8569
H -0.5577 -2.7852 4.3541
*
```

E_HOMO (alpha / beta): -15.494 / -15.494 eV
largest force on an atom: 0.0900 hartree/bohr
M: 686.386 g/mol
ΔE to the lowest compared entry with this formula, charge and spin: 0.0 kJ/mol
calculated total energy: -1812.9645 a.u.
Kohn-Sham gap (alpha / beta): 7.031 / 7.031 eV
E_LUMO (alpha / beta): -0.3110 / -0.3110 Ha

Atomic partial charges in e from the Löwdin method, atoms 1 to 5: N -0.0510; C -0.3576; O 0.2309; Au 0.8351; Nb 1.8949